Model 1:
The following is a quantum chemistry calculation of CH3BrP2 as an isolated structure, from the OMol25 dataset.

Atoms and positions in Å:
C 0.516 -0.181 -1.082
P -0.321 -0.700 0.198
P -1.491 1.016 0.869
Br 1.903 -2.335 -1.373
H 1.284 0.232 -1.708
H -1.658 0.458 2.110
H -0.233 1.510 0.985

Values from the calculation:
- LUMO level (alpha / beta) (eV) = -1.67 / -1.67
- gap between HOMO and LUMO (alpha / beta) (eV) = 7.465 / 7.465
- molecular weight (g mol⁻¹) = 156.887
- E_HOMO (alpha / beta) (hartree) = -0.336 / -0.336

Model 2:
The following is a quantum chemistry calculation of CH3BrP2 as an isolated structure, from the OMol25 dataset.

Atoms and positions in Å:
C -1.183 -0.101 -1.063
P -0.526 -1.376 -1.821
P 0.134 0.467 0.287
Br 2.345 1.318 2.643
H -2.034 0.406 -1.227
H 0.046 -0.420 1.303
H 1.218 -0.295 -0.123

Values from the calculation:
- LUMO level (alpha / beta) (eV) = -1.51 / -3.37
- gap between HOMO and LUMO (alpha / beta) (eV) = 8.551 / 4.580
- molecular weight (g mol⁻¹) = 156.887
- E_HOMO (alpha / beta) (hartree) = -0.370 / -0.292

Energies in hartree, measured from the most stable structure: model 1 0.0000; model 2 0.0136.

Model 1:
The following is a quantum chemistry calculation of a 2-piece molecular cluster, C6H13NO overall, from the OMol25 dataset.

Atoms and positions in Å:
C -0.136 1.124 2.336
C 0.626 -0.223 2.020
N 1.386 0.634 -1.511
C 1.519 0.303 -0.194
C 0.565 -0.384 0.534
C -0.634 -1.031 -0.005
C -1.900 -0.782 0.346
H -0.628 1.515 1.472
H 0.647 1.845 2.587
H -0.811 1.021 3.187
H 0.268 -1.165 2.441
H 1.640 -0.105 2.415
H 2.248 0.645 -2.046
H 0.668 0.139 -2.068
H 2.314 0.923 0.211
H -0.330 -1.876 -0.623
H -2.749 -1.236 -0.153
H -2.142 0.037 0.998
H -1.450 -0.860 -2.905
H -1.530 0.481 -2.181
O -1.058 0.041 -2.891

Values from the calculation:
- LUMO level (alpha / beta) (eV) = -3.74 / -6.90
- spin multiplicity = 2
- gap between HOMO and LUMO (alpha / beta) (eV) = 10.116 / 7.714
- net charge = +1
- molecular weight (g mol⁻¹) = 115.176
- E_HOMO (alpha / beta) (hartree) = -0.509 / -0.537

Model 2:
The following is a quantum chemistry calculation of an isolated ion of composition C6H13NO and charge +1, from the OMol25 dataset.

Atoms and positions in Å:
C -0.303 1.935 1.733
C -0.060 0.441 2.041
N 0.710 -0.098 0.864
C 0.397 -0.117 -2.536
C 0.944 -1.021 -1.427
C 0.170 -1.063 -0.039
C -1.361 -1.078 -0.070
O -2.044 -0.514 -0.872
H -0.601 1.984 0.680
H -1.257 2.240 2.162
H 0.563 2.501 2.035
H 0.533 0.297 2.947
H -0.927 -0.188 2.204
H 1.164 0.708 0.437
H -0.682 -0.015 -2.454
H 0.737 0.915 -2.517
H 0.548 -0.623 -3.486
H 0.903 -2.067 -1.716
H 1.936 -0.678 -1.133
H 0.544 -2.026 0.370
H -1.915 -1.534 0.777

Values from the calculation:
- LUMO level (alpha / beta) (eV) = -3.91 / -7.91
- spin multiplicity = 2
- gap between HOMO and LUMO (alpha / beta) (eV) = 10.698 / 6.568
- net charge = +1
- molecular weight (g mol⁻¹) = 115.176
- E_HOMO (alpha / beta) (hartree) = -0.537 / -0.532

Energies in hartree, measured from the most stable structure: model 1 0.0000; model 2 0.0388.

Model 1:
The following is a quantum chemistry calculation of a 8-piece molecular cluster, C28H79N7O8 overall, from the OMol25 dataset.

Atoms and positions in Å:
C -13.104 -15.683 -23.656
O -13.059 -16.368 -22.434
C -12.968 -17.800 -22.491
C -13.418 -18.354 -21.140
C -13.215 -19.888 -20.984
N -14.840 -18.130 -20.922
H -12.232 -15.860 -24.286
H -13.017 -14.620 -23.430
H -13.921 -15.997 -24.305
H -13.485 -18.148 -23.385
H -11.909 -18.014 -22.637
H -12.809 -17.892 -20.363
H -13.777 -20.306 -21.819
H -13.703 -20.451 -20.190
H -12.168 -20.144 -21.146
H -15.156 -18.270 -19.973
H -15.060 -17.165 -21.124
C -16.478 -23.202 -17.121
O -15.106 -22.780 -16.977
C -14.224 -23.558 -17.759
C -13.424 -24.277 -16.689
C -12.193 -23.492 -16.324
N -13.004 -25.659 -17.019
H -17.081 -22.651 -16.399
H -16.708 -24.260 -16.996
H -16.956 -22.835 -18.029
H -14.715 -24.184 -18.504
H -13.574 -22.830 -18.245
H -13.997 -24.329 -15.763
H -12.286 -22.407 -16.282
H -11.333 -23.580 -16.988
H -11.757 -23.865 -15.398
H -13.856 -26.184 -17.157
H -12.461 -26.134 -16.312
C -17.768 -18.699 -21.873
O -19.132 -18.768 -22.271
C -19.471 -20.127 -22.459
C -20.827 -20.356 -22.999
C -21.152 -21.852 -23.391
N -21.145 -19.574 -24.190
H -17.136 -19.457 -22.334
H -17.692 -18.900 -20.804
H -17.289 -17.734 -22.038
H -18.703 -20.564 -23.096
H -19.393 -20.652 -21.507
H -21.525 -20.031 -22.228
H -22.054 -21.859 -24.002
H -21.301 -22.527 -22.548
H -20.352 -22.288 -23.990
H -20.578 -19.805 -24.993
H -20.843 -18.634 -23.976
C -13.276 -16.159 -18.304
O -13.276 -15.650 -16.933
C -14.614 -15.796 -16.340
C -14.724 -15.014 -14.990
C -16.110 -15.075 -14.439
N -14.278 -13.678 -15.138
H -14.193 -16.529 -18.762
H -12.672 -17.057 -18.176
H -12.841 -15.347 -18.885
H -15.360 -15.284 -16.948
H -14.728 -16.871 -16.205
H -14.000 -15.222 -14.202
H -16.863 -14.328 -14.693
H -16.055 -14.972 -13.355
H -16.596 -16.037 -14.603
H -14.920 -13.210 -15.762
H -13.470 -13.733 -15.742
C -20.103 -20.073 -15.034
O -20.090 -19.606 -13.729
C -19.766 -18.218 -13.584
C -19.592 -17.788 -12.118
C -18.702 -16.577 -12.126
N -18.968 -18.709 -11.221
H -19.114 -19.826 -15.420
H -20.914 -19.698 -15.659
H -20.180 -21.160 -15.064
H -18.861 -17.951 -14.129
H -20.585 -17.641 -14.012
H -20.555 -17.544 -11.670
H -17.745 -16.854 -12.567
H -18.534 -16.229 -11.107
H -19.078 -15.758 -12.739
H -18.098 -19.149 -11.486
H -19.527 -19.532 -11.394
C -22.412 -17.995 -20.408
O -21.769 -16.942 -19.674
C -20.429 -17.277 -19.147
C -19.751 -15.917 -19.020
C -19.470 -15.182 -20.401
N -18.493 -15.983 -18.336
H -22.534 -18.884 -19.789
H -21.754 -18.294 -21.224
H -23.317 -17.497 -20.755
H -20.405 -17.691 -18.139
H -19.839 -17.870 -19.846
H -20.391 -15.316 -18.373
H -18.858 -14.281 -20.419
H -20.466 -14.797 -20.621
H -19.123 -15.878 -21.165
H -18.170 -16.891 -18.638
H -17.878 -15.382 -18.866
C -12.654 -19.708 -12.452
O -13.520 -20.780 -12.778
C -13.801 -20.760 -14.159
C -14.697 -19.706 -14.835
C -16.142 -19.891 -14.265
N -14.846 -19.921 -16.280
H -12.281 -19.775 -11.430
H -12.980 -18.670 -12.524
H -11.752 -19.601 -13.056
H -12.818 -20.784 -14.631
H -14.208 -21.727 -14.453
H -14.267 -18.718 -14.667
H -16.238 -19.851 -13.180
H -16.535 -20.904 -14.350
H -16.940 -19.202 -14.542
H -15.185 -20.854 -16.465
H -14.001 -19.656 -16.765
O -16.993 -19.116 -18.115
H -17.495 -19.892 -17.868
H -16.303 -19.056 -17.454

Values from the calculation:
- LUMO level (eV) = 0.19
- gap between HOMO and LUMO (eV) = 9.251
- molecular weight (g mol⁻¹) = 641.981
- E_HOMO (hartree) = -0.333

Model 2:
The following is a quantum chemistry calculation of a 8-piece molecular cluster, C28H79N7O8 overall, from the OMol25 dataset.

Atoms and positions in Å:
C 7.081 -0.767 -2.255
O 6.465 -1.460 -1.236
C 5.462 -0.729 -0.577
C 4.688 -1.682 0.315
C 4.252 -2.841 -0.564
N 3.567 -0.994 0.877
H 6.495 -0.656 -3.239
H 7.984 -1.305 -2.535
H 7.287 0.266 -1.942
H 5.891 0.168 -0.041
H 4.812 -0.292 -1.288
H 5.360 -2.117 1.056
H 3.515 -3.554 -0.079
H 5.084 -3.347 -1.071
H 3.635 -2.329 -1.340
H 3.922 -0.181 1.430
H 3.044 -1.585 1.499
C 0.814 -2.485 3.312
O 1.921 -1.598 3.268
C 2.072 -0.663 4.355
C 1.256 0.645 4.281
C 1.795 1.483 3.120
N 1.493 1.418 5.489
H -0.153 -2.055 3.425
H 0.860 -3.190 4.194
H 0.775 -3.058 2.371
H 1.875 -1.200 5.319
H 3.150 -0.416 4.331
H 0.222 0.356 4.079
H 2.811 1.792 3.370
H 1.269 2.383 2.829
H 1.887 0.882 2.214
H 1.272 1.000 6.362
H 1.001 2.264 5.452
C -2.185 -3.397 -2.997
O -2.423 -4.147 -1.876
C -3.294 -3.611 -0.942
C -3.235 -4.423 0.350
C -4.385 -3.827 1.250
N -1.953 -4.188 0.958
H -1.841 -2.340 -2.858
H -3.204 -3.275 -3.508
H -1.499 -3.922 -3.624
H -2.968 -2.603 -0.599
H -4.323 -3.626 -1.276
H -3.472 -5.458 0.170
H -4.227 -4.178 2.287
H -5.371 -4.168 0.951
H -4.367 -2.738 1.208
H -1.899 -4.520 1.914
H -1.247 -4.676 0.438
C 4.082 0.122 -6.214
O 3.312 -1.003 -6.410
C 2.049 -0.870 -5.835
C 2.019 -1.233 -4.347
C 2.415 -2.711 -4.180
N 0.694 -0.883 -3.762
H 5.075 -0.043 -6.552
H 4.111 0.398 -5.174
H 3.603 0.922 -6.808
H 1.685 0.115 -5.928
H 1.457 -1.596 -6.365
H 2.679 -0.552 -3.801
H 2.519 -3.065 -3.134
H 3.336 -2.773 -4.737
H 1.705 -3.386 -4.668
H -0.010 -1.601 -3.669
H 0.793 -0.491 -2.846
C 0.297 5.212 1.660
O 1.313 5.512 0.756
C 1.252 4.778 -0.513
C 1.691 3.287 -0.536
C 3.134 3.146 -0.001
N 1.580 2.684 -1.858
H 0.564 5.792 2.490
H 0.158 4.175 1.960
H -0.651 5.648 1.276
H 0.206 4.791 -0.913
H 1.877 5.303 -1.237
H 0.998 2.720 0.109
H 3.367 2.090 -0.001
H 3.175 3.403 1.070
H 3.863 3.744 -0.537
H 2.298 3.003 -2.519
H 0.638 2.748 -2.409
C -1.430 -0.556 0.789
O -1.870 -0.611 2.150
C -2.435 0.638 2.479
C -3.234 0.422 3.766
C -3.849 1.794 4.263
N -2.289 -0.045 4.792
H -0.765 0.299 0.531
H -2.263 -0.512 0.119
H -0.896 -1.436 0.607
H -1.691 1.386 2.639
H -3.168 0.952 1.727
H -4.083 -0.237 3.648
H -4.808 1.980 3.691
H -3.246 2.681 4.158
H -4.194 1.662 5.257
H -2.712 -0.146 5.729
H -1.644 -0.746 4.491
C -3.304 3.403 0.143
O -4.547 3.107 -0.486
C -4.856 1.714 -0.297
C -5.971 1.426 -1.312
C -7.148 2.371 -1.006
N -6.293 0.021 -1.336
H -2.555 2.686 -0.172
H -3.363 3.409 1.234
H -3.074 4.398 -0.227
H -4.069 1.094 -0.644
H -5.199 1.462 0.664
H -5.607 1.617 -2.316
H -6.752 3.357 -1.018
H -7.448 2.263 0.038
H -8.006 2.327 -1.628
H -5.528 -0.539 -1.717
H -6.612 -0.313 -0.510
O 2.027 -0.148 -1.312
H 2.537 -0.479 -0.505
H 2.090 0.854 -1.424

Values from the calculation:
- LUMO level (eV) = 0.54
- gap between HOMO and LUMO (eV) = 8.843
- molecular weight (g mol⁻¹) = 641.981
- E_HOMO (hartree) = -0.305

Energies in hartree, measured from the most stable structure: model 1 0.0773; model 2 0.0000.